No. 1
Density functional theory data (ωB97M-V with the def2-TZVPD basis set) for C8H26AgKN10O9 as an isolated structure in a non-equilibrium geometry.

Each line ends with the Löwdin charge.
Atoms and positions in Å:
Ag 2.124 -1.222 2.601  0.864
K -1.128 -2.762 4.532  0.936
C -0.241 -1.193 0.985  -0.844
O -1.156 -1.458 0.217  0.151
O -0.258 -1.404 2.258  -0.142
O 0.901 -0.801 0.551  0.048
C 2.443 1.998 -3.197  -0.084
C 1.637 1.093 -2.317  -0.318
O 2.514 0.393 -1.426  -0.104
H 3.115 2.673 -2.663  0.076
H 1.794 2.697 -3.733  0.086
H 3.017 1.475 -3.961  0.079
H 1.079 0.363 -2.912  0.103
H 0.885 1.682 -1.780  0.102
H 1.975 -0.143 -0.832  0.004
C -3.385 -0.245 3.721  -0.677
O -4.474 0.156 4.028  0.099
N -3.097 -1.208 2.792  0.121
N -2.166 0.303 4.106  0.144
H -3.798 -1.678 2.245  0.120
H -2.155 -1.300 2.450  0.000
H -2.105 0.982 4.842  0.114
H -1.375 0.034 3.541  0.046
C -2.272 -2.163 -3.235  -0.670
O -2.564 -2.373 -4.393  0.046
N -0.988 -2.034 -2.774  0.160
N -3.235 -2.077 -2.258  0.149
H -0.882 -1.858 -1.791  0.038
H -0.245 -1.745 -3.381  0.093
H -2.962 -1.764 -1.348  0.040
H -4.191 -2.159 -2.546  0.110
C 3.952 -2.984 0.544  -0.629
O 3.226 -2.910 1.561  -0.100
N 3.434 -2.940 -0.700  0.201
N 5.299 -3.006 0.645  0.188
H 2.471 -2.690 -0.825  0.105
H 4.032 -3.060 -1.498  0.120
H 5.795 -2.985 1.515  0.120
H 5.825 -3.108 -0.206  0.114
C 0.728 3.331 1.494  -0.673
O -0.268 3.023 2.134  0.003
N 1.507 2.395 0.868  0.169
N 1.132 4.628 1.352  0.170
H 1.254 1.437 0.728  0.046
H 2.235 2.683 0.234  0.096
H 0.644 5.253 1.969  0.112
H 1.929 4.949 0.838  0.102
C -2.751 1.866 -1.012  -0.649
O -2.689 2.664 -1.920  0.048
N -2.134 2.033 0.216  0.165
N -3.585 0.747 -1.043  0.142
H -2.275 1.305 0.895  0.070
H -1.311 2.602 0.301  0.060
H -4.003 0.523 -1.927  0.094
H -3.250 -0.019 -0.487  0.038

Results
frontier orbital gap (alpha / beta)	6.6 / 4.2	eV
ΔE to the lowest compared entry with this formula, charge and spin	0.00	kcal per mole
charge	+1
⟨S²⟩	0.760
lowest unoccupied orbital energy (alpha / beta)	-4.8 / -7.2	eV
2S+1	2



No. 2
Density functional theory data (ωB97M-V with the def2-TZVPD basis set) for a 4-piece molecular cluster, C8H26N2O4 overall.

Each line ends with the Löwdin charge.
Atoms and positions in Å:
C 2.925 -0.459 0.304  -0.120
O 3.679 0.041 -0.771  -0.196
C 4.590 -0.923 -1.281  -0.224
C 5.273 -0.320 -2.489  -0.458
C 6.085 -1.359 -3.238  -0.073
N 6.116 0.833 -2.158  0.037
H 3.564 -0.882 1.083  0.090
H 2.201 -1.218 -0.021  0.082
H 2.326 0.374 0.682  0.081
H 5.342 -1.160 -0.508  0.130
H 4.056 -1.848 -1.537  0.130
H 4.470 0.042 -3.142  0.141
H 6.770 -1.877 -2.558  0.079
H 6.689 -0.871 -4.002  0.076
H 5.443 -2.087 -3.733  0.076
H 5.568 1.486 -1.604  0.066
H 6.861 0.519 -1.538  0.072
C -6.356 -0.140 2.777  -0.110
O -5.910 0.308 1.522  -0.179
C -4.729 1.055 1.620  -0.236
C -4.283 1.492 0.241  -0.424
C -4.105 0.300 -0.693  -0.050
N -2.986 2.204 0.415  0.028
H -5.602 -0.773 3.263  0.092
H -7.255 -0.735 2.625  0.089
H -6.608 0.693 3.445  0.088
H -4.863 1.931 2.274  0.130
H -3.923 0.447 2.067  0.127
H -5.014 2.163 -0.224  0.139
H -5.065 -0.201 -0.810  0.081
H -3.390 -0.420 -0.294  0.079
H -3.775 0.625 -1.681  0.080
H -2.661 2.479 -0.507  0.083
H -3.169 3.084 0.891  0.081
O 0.422 -2.346 1.787  -0.073
H 0.581 -2.310 2.733  0.029
H -0.035 -1.517 1.579  -0.021
O -0.988 0.069 1.133  -0.065
H -0.383 0.813 1.201  0.045
H -1.862 0.489 1.147  -0.004

Results
frontier orbital gap	9.9	eV
ΔE to the lowest compared entry with this formula, charge and spin	7.10	kcal per mole
lowest unoccupied orbital energy	0.6	eV
SMILES	COC[C@H](C)N.COC[C@H](C)N.O.O
2S+1	1



No. 3
Density functional theory data (ωB97M-V with the def2-TZVPD basis set) for C8H27B2MnO5 as an isolated structure in a non-equilibrium geometry.

Each line ends with the Löwdin charge.
Atoms and positions in Å:
Mn 15.110 28.215 -25.758  0.771
C 18.069 27.790 -22.568  -0.161
C 17.422 27.034 -23.689  -0.459
O 17.192 27.790 -24.874  -0.344
H 18.715 28.574 -22.964  0.054
H 18.595 27.196 -21.820  0.036
H 17.294 28.353 -22.048  0.035
H 16.479 26.614 -23.339  0.081
H 18.126 26.253 -23.978  0.078
O 11.737 26.678 -28.624  -0.463
C 12.297 27.960 -28.719  -0.497
C 12.419 28.888 -27.444  -0.362
O 13.102 28.209 -26.374  -0.384
H 11.680 28.521 -29.422  0.019
H 13.243 27.840 -29.246  0.065
H 11.497 29.358 -27.103  0.046
H 13.029 29.734 -27.760  0.044
B 17.018 28.679 -27.691  -0.440
H 16.059 29.017 -27.331  -0.093
H 17.064 28.698 -28.769  -0.085
H 17.855 29.252 -27.321  -0.079
H 17.144 27.668 -27.336  -0.065
B 14.686 25.806 -26.196  -0.420
H 13.874 25.138 -26.436  -0.051
H 14.347 26.435 -25.388  -0.094
H 15.578 25.258 -25.933  -0.067
H 14.908 26.550 -26.946  -0.056
C 13.781 28.164 -22.968  -0.127
O 14.548 28.820 -23.873  -0.267
C 14.682 30.209 -23.529  -0.186
C 15.690 30.785 -24.425  -0.204
O 15.265 30.439 -25.746  -0.239
C 15.149 31.584 -26.607  -0.087
H 13.643 27.193 -23.443  0.100
H 12.810 28.653 -22.893  0.090
H 14.271 28.144 -21.994  0.084
H 15.036 30.344 -22.507  0.119
H 13.757 30.781 -23.613  0.131
H 16.649 30.295 -24.253  0.124
H 15.881 31.836 -24.210  0.118
H 14.255 32.206 -26.590  0.074
H 15.219 31.206 -27.628  0.088
H 15.969 32.288 -26.462  0.074

Results
frontier orbital gap (alpha / beta)	2.8 / 2.8	eV
ΔE to the lowest compared entry with this formula, charge and spin	62.52	kcal per mole
charge	-3
⟨S²⟩	8.754
lowest unoccupied orbital energy (alpha / beta)	6.8 / 6.8	eV
2S+1	6



No. 4
Density functional theory data (ωB97M-V with the def2-TZVPD basis set) for C8H27Br2N9O5Y as an isolated structure in a non-equilibrium geometry.

Each line ends with the Löwdin charge.
Atoms and positions in Å:
Y -0.147 -0.482 0.519  1.862
Br -2.674 -3.311 2.183  -0.502
Br 3.244 1.827 0.453  -0.526
C 3.579 -3.156 3.331  -0.706
O 2.638 -2.698 2.591  -0.090
N 4.041 -4.396 3.236  0.166
N 4.009 -2.496 4.371  0.169
H 3.777 -4.981 2.457  0.122
H 4.879 -4.548 3.780  0.109
H 4.744 -2.890 4.942  0.118
H 3.747 -1.522 4.328  0.126
C -2.683 4.150 1.461  -0.792
O -2.178 3.116 1.076  -0.007
N -2.545 5.247 0.869  0.172
N -3.714 4.213 2.310  0.163
H -3.276 5.940 0.951  0.120
H -1.730 5.604 0.390  0.136
H -4.149 5.122 2.381  0.106
H -4.168 3.347 2.563  0.120
C -4.441 -0.824 -2.682  -0.824
O -3.392 -0.650 -2.128  0.016
N -5.261 -1.811 -2.611  0.173
N -5.036 0.080 -3.391  0.155
H -6.043 -1.987 -3.226  0.127
H -4.976 -2.528 -1.958  0.128
H -5.786 -0.016 -4.059  0.122
H -4.531 0.955 -3.407  0.118
C 0.683 1.512 5.534  -0.834
O 0.238 0.880 4.526  -0.065
N 1.539 2.404 5.410  0.183
N 0.239 1.414 6.692  0.194
H 1.975 2.947 6.140  0.134
H 1.857 2.513 4.457  0.134
H -0.427 0.754 7.068  0.142
H 0.530 2.180 7.283  0.126
C 2.688 -2.729 -4.488  -0.059
C 2.092 -1.594 -3.606  -0.373
C 1.543 -0.372 -4.441  -0.178
O 0.689 0.352 -3.581  -0.225
C 0.123 1.524 -4.044  -0.118
N 1.242 -2.217 -2.506  0.037
H 3.373 -2.320 -5.232  0.083
H 1.905 -3.335 -4.943  0.082
H 3.358 -3.426 -3.984  0.078
H 2.926 -1.059 -3.150  0.125
H 0.941 -0.700 -5.288  0.126
H 2.465 0.093 -4.790  0.131
H -0.242 2.039 -3.155  0.083
H -0.789 1.319 -4.606  0.089
H 0.795 2.191 -4.583  0.099
H 0.569 -2.618 -3.144  0.066
H 1.761 -3.058 -2.299  0.061

Results
frontier orbital gap	4.8	eV
charge	+1
lowest unoccupied orbital energy	-6.1	eV
2S+1	1